(1)
{"formula": "C29H42ClN3O3", "method": "the ωB97M-V functional and the def2-TZVPD basis", "smiles": "CCCCCCCNC(=O)C1(C[C@@H]2CC(c3ccc(Cl)cc3)=NO2)CCN(C(=O)C2CCCC2)CC1", "orbital_gap_ev": 8.923, "relative_energy_ev": 0.121, "species": ["H", "H", "C", "C", "H", "C", "H", "C", "H", "H", "H", "C", "H", "H", "C", "O", "N", "H", "H", "C", "H", "C", "C", "H", "C", "H", "H", "H", "H", "H", "H", "C", "H", "C", "H", "O", "H", "C", "C", "C", "H", "C", "C", "H", "H", "H", "H", "H", "C", "C", "Cl", "O", "H", "H", "H", "H", "C", "C", "H", "C", "H", "H", "C", "N", "H", "H", "C", "H", "C", "H", "H", "H", "N", "H", "C", "C", "C", "C"], "positions_angstrom": [[3.340, 2.311, -6.409], [2.251, 1.172, -3.035], [-0.505, 4.021, 4.375], [-1.460, -2.070, -0.184], [-4.740, 1.222, 1.998], [-0.741, 0.480, 1.840], [-0.850, 1.896, 4.632], [-3.655, 1.235, 1.835], [3.827, 2.177, -4.718], [-0.743, 1.671, -1.996], [-0.671, 6.005, 5.286], [-1.436, 2.805, 4.486], [0.984, -5.141, -1.685], [-0.583, 3.410, -1.707], [-0.614, -3.246, -0.699], [0.130, 0.491, 2.694], [-0.757, 1.320, 0.804], [2.822, -6.175, -2.937], [-0.250, 4.223, 3.337], [-3.190, -0.115, 1.254], [2.216, 0.378, -5.408], [1.865, 1.377, -5.137], [2.313, -2.359, -3.093], [-3.941, -0.884, 1.452], [1.444, -3.137, -2.323], [-2.784, 5.045, 6.615], [-4.058, 0.064, 4.069], [1.338, 1.212, -0.842], [-1.837, -2.731, 1.791], [-2.063, 5.498, 4.313], [-1.441, 1.219, 0.075], [-2.168, -0.784, 3.413], [1.020, 1.615, -5.788], [-2.240, 2.640, 3.204], [-0.037, 2.921, -4.014], [-2.253, 3.482, 2.324], [4.014, -2.339, -4.390], [0.927, 2.218, -0.751], [-1.883, -0.565, 1.915], [-1.325, -1.882, 1.330], [-0.269, -1.938, 1.604], [0.239, 2.347, 0.607], [3.522, -4.318, -3.737], [-1.200, -3.971, -1.265], [-2.697, -1.725, 3.565], [-2.294, 2.348, 6.464], [-2.663, 0.658, 4.968], [-3.086, -0.033, 0.173], [-3.011, 0.377, 3.978], [-0.027, 2.491, -1.913], [4.810, -5.054, -4.618], [-0.966, -0.924, -0.909], [0.412, 3.838, 4.936], [-0.248, 3.325, 0.697], [2.160, -1.293, -3.126], [-1.202, 4.363, 7.007], [-2.369, 3.108, 5.685], [3.345, -2.942, -3.797], [-3.407, 3.144, 5.349], [0.357, -2.511, -1.600], [0.963, 2.238, 1.418], [1.422, 3.453, -3.177], [2.988, 2.378, -5.382], [-2.989, 1.512, 3.090], [-0.096, -3.763, 0.109], [-1.209, -0.841, 3.929], [1.392, 1.353, -3.684], [0.692, 0.524, -3.551], [0.695, 2.642, -3.252], [-3.419, 2.065, 1.167], [1.751, 2.933, -0.784], [2.647, 3.395, -5.207], [0.109, -1.262, -1.666], [-2.516, -2.179, -0.456], [-1.297, 5.158, 5.010], [-1.942, 4.482, 6.214], [1.641, -4.518, -2.273], [2.673, -5.107, -2.976]]}

(2)
{"formula": "C4H5N", "method": "the ωB97M-V functional and the def2-TZVPD basis", "orbital_gap_ev": 9.073, "relative_energy_ev": 3.814, "species": ["H", "C", "C", "C", "H", "C", "N", "H", "H", "H"], "positions_angstrom": [[0.072, 2.013, 1.308], [1.196, -0.756, -0.002], [0.034, 1.017, 0.742], [-1.086, 0.573, -0.086], [0.831, -1.692, 0.479], [-0.889, -0.559, -0.697], [1.049, 0.280, 0.852], [-1.927, 1.205, -0.334], [1.998, -0.783, -0.827], [-1.278, -1.299, -1.435]]}

(3)
{"formula": "C19H35BNNaO11", "method": "the ωB97M-V functional and the def2-TZVPD basis", "orbital_gap_ev": 8.930, "relative_energy_ev": 0.000, "species": ["H", "H", "C", "C", "C", "C", "H", "H", "H", "O", "C", "C", "H", "H", "H", "H", "H", "C", "H", "C", "H", "C", "H", "O", "H", "H", "H", "C", "C", "O", "H", "O", "H", "C", "O", "Na", "H", "B", "O", "C", "H", "H", "C", "C", "H", "H", "H", "C", "H", "H", "H", "C", "O", "H", "H", "O", "O", "C", "C", "O", "H", "H", "H", "H", "O", "N", "H", "H"], "positions_angstrom": [[5.683, -15.876, 0.051], [1.826, -21.402, -3.221], [1.540, -19.315, -1.403], [10.594, -17.487, 2.764], [3.968, -15.498, 1.277], [6.779, -19.678, 3.709], [2.926, -13.562, 0.984], [2.176, -22.939, 1.825], [2.037, -14.787, 1.924], [5.268, -18.622, -1.406], [5.168, -15.040, 0.529], [1.833, -20.784, -1.153], [2.081, -23.778, 0.285], [8.524, -19.256, -1.514], [0.981, -19.219, -2.337], [2.409, -16.161, 0.195], [3.375, -13.936, 2.633], [10.406, -18.445, 1.559], [3.481, -24.009, 1.325], [6.268, -18.492, 2.856], [6.869, -17.496, -2.115], [4.175, -22.588, -0.990], [5.013, -21.928, -1.233], [6.069, -20.518, 4.187], [5.873, -14.519, 1.177], [7.668, -18.487, -0.222], [4.268, -21.326, 2.218], [4.649, -21.684, 1.263], [3.516, -22.097, 0.306], [11.196, -18.615, 0.684], [7.189, -20.135, -0.668], [9.500, -17.605, 3.537], [4.913, -14.360, -0.293], [3.027, -14.382, 1.698], [9.216, -19.021, 1.695], [3.808, -18.776, 0.649], [2.414, -18.665, -1.443], [8.544, -18.470, 2.881], [5.109, -18.257, 2.583], [2.767, -23.272, 0.967], [4.617, -23.567, -0.790], [5.282, -20.926, 0.785], [7.540, -19.180, -1.054], [0.497, -21.521, -0.900], [5.342, -22.510, 1.434], [0.864, -18.927, -0.634], [0.684, -22.497, -0.458], [6.531, -19.159, -3.393], [3.853, -22.874, -3.047], [2.500, -23.498, -2.070], [0.029, -21.752, -1.860], [3.233, -22.694, -2.167], [11.543, -16.810, 2.986], [6.307, -20.227, -3.341], [3.313, -20.636, -2.656], [3.262, -16.491, 0.491], [7.285, -17.781, 2.484], [2.526, -21.358, -2.389], [6.560, -18.546, -2.017], [8.084, -19.572, 3.774], [1.429, -21.167, 1.437], [5.833, -18.662, -4.069], [4.260, -16.001, 2.198], [7.517, -19.065, -3.859], [2.024, -20.452, 1.172], [2.741, -20.886, 0.015], [4.627, -18.163, -1.959], [-0.198, -20.901, -0.340]]}